No. 1
9
Properties=species:S:1:pos:R:3:forces:R:3 method="wB97M-V/def2-TZVPD" homo_lumo_gap_ev=9.59 multiplicity=1 e_above_lowest_kj_mol=85.65 lumo_energy_ev=0.06
F -0.553325 1.882190 -1.616307 -0.2 0.1 -0.2
C 0.600739 1.525366 -1.110128 0.5 0.0 -0.2
F 1.025732 2.547701 -0.356389 -0.1 -1.3 -0.2
P 1.415555 0.055248 -1.459430 -1.1 0.8 -1.0
H 0.484072 -0.213826 -2.636361 0.8 0.3 1.6
F -0.865882 -0.176344 2.478412 0.3 -1.4 -0.5
P -0.672551 -1.814808 2.225625 -1.2 0.9 0.1
H -1.755289 -1.993847 1.242422 0.8 0.2 0.6
H 0.320948 -1.811680 1.232156 0.1 0.3 -0.3

No. 2
9
Properties=species:S:1:pos:R:3:forces:R:3 method="wB97M-V/def2-TZVPD" homo_lumo_gap_ev=9.12 multiplicity=1 e_above_lowest_kj_mol=104.54 lumo_energy_ev=-0.02
C -0.402899 1.441010 0.024839 -1.5 1.2 -0.1
C -0.774275 0.164637 -0.043185 -2.0 1.6 0.8
C 0.064675 -1.026676 0.010675 2.6 -2.3 -0.8
I -3.079203 -0.130880 0.034616 2.1 0.1 -0.3
H -1.037326 2.369485 -0.080209 0.0 -1.7 0.2
H 0.562068 1.832059 0.261930 1.2 -0.7 -0.2
H -0.425393 -1.975965 -0.341852 0.3 1.2 -0.5
H 1.035436 -0.778698 -0.684489 -2.3 -0.9 1.8
H 0.403630 -1.464916 1.013791 -0.3 1.5 -0.9

No. 3
145
Properties=species:S:1:pos:R:3:forces:R:3 method="wB97M-V/def2-TZVPD" homo_lumo_gap_ev=8.84 multiplicity=1 lumo_energy_ev=0.24
C -6.590153 -4.646352 -5.224508 0.6 1.4 0.9
O -5.349067 -3.954405 -5.312257 -0.1 0.2 -0.2
C -4.690709 -4.296135 -6.500579 -0.7 0.3 -0.4
C -3.464154 -3.458230 -6.689564 1.5 0.1 -1.2
C -3.631954 -1.972949 -7.066481 -0.5 -0.7 1.0
N -2.668768 -4.031550 -7.833631 -0.5 0.3 0.7
H -7.127547 -4.609679 -6.172112 0.0 -0.5 -0.1
H -7.129748 -4.002967 -4.529522 -0.4 -0.5 0.2
H -6.385952 -5.630137 -4.801926 -0.5 -0.3 -0.3
H -4.484764 -5.366493 -6.495996 0.5 -0.3 -0.1
H -5.381866 -4.132383 -7.327370 -0.1 0.1 -0.4
H -2.922905 -3.508811 -5.744794 0.3 0.0 0.1
H -4.056925 -1.486163 -6.188668 -0.4 0.3 -0.3
H -4.234093 -1.870439 -7.969263 -0.1 0.1 0.1
H -2.661377 -1.503392 -7.226478 0.1 -0.1 -0.1
H -2.192590 -4.879817 -7.561955 0.0 -0.3 0.1
H -1.942659 -3.351110 -8.006447 0.3 -0.1 -0.2
C -9.341291 -12.881586 -4.221623 -1.0 1.1 -0.8
O -8.313919 -13.176505 -5.136779 0.0 -1.5 2.1
C -8.051113 -12.220615 -6.093568 0.4 -0.8 -1.7
C -7.138437 -12.958612 -7.134669 -0.1 -0.2 -0.5
C -5.783826 -13.351591 -6.582144 -0.6 -1.2 0.6
N -6.889617 -12.197521 -8.349936 -0.2 0.5 0.3
H -9.431293 -11.797865 -4.147089 0.3 0.2 0.8
H -9.338727 -13.373650 -3.249019 1.0 0.0 -0.1
H -10.334332 -13.116317 -4.604874 -0.2 -0.5 -0.6
H -8.983772 -11.937504 -6.581507 -0.2 0.2 -0.4
H -7.594289 -11.305312 -5.717219 0.3 0.1 0.3
H -7.655243 -13.851449 -7.486610 -0.3 -0.2 0.5
H -5.368344 -12.493464 -6.053849 0.6 -0.2 -0.2
H -5.159038 -13.847863 -7.324739 0.2 1.0 -0.5
H -5.878025 -14.216813 -5.925928 -0.3 0.4 0.9
H -6.536864 -11.337521 -7.954891 0.6 0.6 -0.4
H -7.793164 -11.849679 -8.637527 -0.4 -0.1 -0.6
C -7.567742 -5.002090 -9.292314 -0.3 -0.8 0.0
O -7.870138 -6.415390 -9.324341 0.5 0.3 0.7
C -6.992841 -7.176971 -8.478934 0.3 -0.2 -0.6
C -7.482257 -8.614678 -8.246303 -1.4 0.8 1.5
C -8.726362 -8.586471 -7.254809 0.7 -1.0 -1.4
N -6.471448 -9.450405 -7.586953 -0.7 1.0 -1.1
H -8.145901 -4.528374 -10.085683 0.0 -0.1 0.0
H -6.514315 -4.760819 -9.434368 0.1 -0.3 -0.2
H -7.868805 -4.580508 -8.333281 -0.2 0.1 0.2
H -6.027238 -7.288353 -8.972205 0.3 0.2 -0.3
H -6.767818 -6.682974 -7.533726 -0.3 0.2 0.3
H -7.698071 -8.992557 -9.245669 -0.5 -0.4 0.2
H -8.467240 -8.122869 -6.302960 0.1 0.4 -0.2
H -8.993800 -9.617048 -7.021365 0.0 0.0 -0.1
H -9.599622 -8.148040 -7.737832 0.1 0.4 0.2
H -5.654513 -9.412307 -8.179622 0.6 -0.1 0.2
H -6.263401 -9.012412 -6.700963 0.4 -0.1 0.0
Cl -3.226946 -12.768506 -11.976401 -0.3 0.3 0.7
C -3.798802 -12.436140 -10.314537 0.4 0.3 0.2
Cl -3.515376 -10.702930 -9.821805 -0.2 -0.9 -0.4
Cl -2.973756 -13.501064 -9.155533 -0.1 0.2 -0.3
H -4.872094 -12.606943 -10.231014 0.1 0.1 0.0
Cl -0.352980 -7.108297 -8.716948 0.1 0.1 0.3
C -1.702631 -7.748545 -9.673625 0.2 0.4 0.8
Cl -1.792223 -6.839324 -11.155537 -0.2 -0.2 -0.5
Cl -3.230177 -7.572303 -8.749028 0.6 -0.3 -0.3
H -1.415099 -8.788952 -9.825194 -0.7 0.1 -0.3
C -12.340798 -10.512297 -11.322749 0.7 -0.9 0.0
N -11.542565 -11.146367 -10.248208 -1.6 0.7 -1.7
C -11.828597 -12.540192 -10.224919 0.0 -1.4 0.4
C -10.585207 -10.513964 -9.561341 -0.3 0.0 -1.0
O -9.746510 -11.093444 -8.923584 0.8 -0.3 1.1
H -13.397667 -10.750035 -11.201825 -0.2 0.9 0.6
H -12.152840 -11.091834 -12.226577 0.5 0.2 -0.3
H -12.043710 -9.482708 -11.522220 -0.5 0.0 0.3
H -12.879924 -12.703793 -9.988165 -0.1 0.1 0.5
H -11.766083 -13.026580 -11.198373 0.5 0.3 -0.3
H -11.190157 -13.106857 -9.547140 -0.1 0.3 0.1
H -10.625842 -9.422455 -9.699705 0.1 0.1 0.1
C -1.993859 -2.830706 -12.703296 0.0 0.0 0.2
N -3.450258 -2.887814 -12.501420 -0.1 -0.2 -1.7
C -4.322954 -2.795732 -13.707065 0.6 0.7 0.3
C -4.002125 -3.038443 -11.289289 -3.5 -0.8 -0.2
O -5.274455 -3.188659 -11.111367 4.4 0.7 -0.1
H -1.499575 -3.703692 -13.129560 -0.7 -0.6 -0.1
H -1.500015 -2.715480 -11.738442 -0.1 0.4 0.0
H -1.699064 -2.053920 -13.408839 -0.3 0.5 0.3
H -4.133162 -3.557257 -14.463476 -0.1 -0.6 0.5
H -5.364688 -2.716669 -13.396216 0.2 -0.4 0.0
H -4.091600 -1.882394 -14.255131 0.2 0.3 0.2
H -3.197252 -3.067359 -10.538587 -0.7 -0.1 0.6
C -3.452482 -11.630490 -3.923919 -0.9 -0.8 0.2
N -3.876162 -10.560008 -4.797428 3.1 -1.4 -0.7
C -2.820729 -10.302165 -5.826632 -0.6 0.8 0.1
C -5.004603 -9.925966 -4.617095 -0.2 1.1 0.1
O -5.321833 -8.949464 -5.272375 -0.4 0.7 0.4
H -2.764822 -11.349831 -3.126134 0.2 0.3 -0.2
H -3.036094 -12.422172 -4.546787 0.2 0.0 0.2
H -4.333898 -12.055054 -3.443343 0.0 0.0 0.1
H -2.695842 -11.138712 -6.514165 -0.3 -0.3 0.2
H -2.996292 -9.419063 -6.440956 -0.5 0.0 0.3
H -1.863910 -10.126856 -5.334851 -0.1 -0.1 0.2
H -5.593509 -10.307139 -3.768510 -0.1 -0.1 -0.1
C -7.663622 -8.422242 -2.785449 0.0 0.1 -0.5
N -7.182722 -9.141439 -1.624266 0.7 0.3 -0.6
C -7.693276 -10.522535 -1.617487 -0.3 0.6 1.2
C -6.405069 -8.606038 -0.637207 -0.1 -3.1 1.5
O -6.178083 -9.275184 0.401341 0.0 1.9 -1.9
H -8.744038 -8.555724 -2.840014 -0.1 0.2 0.0
H -7.228994 -8.823208 -3.701108 0.0 -0.1 -0.1
H -7.445712 -7.355003 -2.825550 0.1 0.0 0.6
H -8.760155 -10.400731 -1.430313 -0.2 -0.5 -0.1
H -7.543293 -11.062742 -2.552256 0.2 0.4 -0.2
H -7.264558 -11.112488 -0.807386 0.1 0.3 0.0
H -5.930764 -7.638059 -0.861368 -0.4 0.0 0.1
C -11.830674 -5.185205 -8.780517 -0.6 -0.3 -0.1
N -12.974111 -4.767080 -9.622840 -0.3 0.5 1.6
C -14.227785 -4.459486 -8.933002 -0.9 -0.3 -0.3
C -12.848315 -4.675962 -10.945144 -1.2 0.9 -3.1
O -13.731077 -4.394377 -11.800147 1.8 -0.8 2.6
H -10.899192 -5.321875 -9.329840 -0.3 0.1 -0.4
H -12.091991 -6.147330 -8.339896 0.1 -0.1 0.1
H -11.602649 -4.515726 -7.951116 -0.3 0.4 -0.1
H -14.219338 -3.578991 -8.290529 0.7 -0.2 0.3
H -15.086569 -4.254532 -9.572211 0.7 0.1 -0.9
H -14.633072 -5.328435 -8.414586 0.6 -0.1 0.6
H -11.800394 -4.834556 -11.243325 -0.1 -0.1 -0.2
C -7.881867 -1.382549 -9.764178 0.3 1.0 0.0
N -9.110226 -1.447037 -10.567948 -0.7 -0.9 0.6
C -10.304653 -0.891514 -9.917329 0.0 1.4 -0.8
C -9.307273 -2.453536 -11.467424 -2.2 -0.4 -0.3
O -10.426120 -2.773666 -11.948324 3.1 0.7 1.1
H -7.645021 -0.322409 -9.674172 0.0 0.1 0.2
H -6.959500 -1.821633 -10.144367 -0.5 -0.4 -0.8
H -7.955480 -1.778061 -8.751134 -0.6 -0.1 0.1
H -10.570983 -1.355470 -8.967635 0.1 -0.1 -0.1
H -10.186623 0.186689 -9.809398 0.7 0.1 0.8
H -11.171830 -0.804437 -10.571941 0.1 -1.2 -0.3
H -8.342234 -2.947197 -11.660316 -0.2 -0.2 -0.5
C -13.325734 -10.989114 -4.510264 0.7 0.9 -0.8
N -12.212273 -10.305800 -3.850907 -1.2 -2.1 0.1
C -11.185006 -9.741847 -4.654941 -0.1 1.1 -0.1
C -12.241916 -10.136322 -2.535565 1.0 -0.1 0.8
O -11.339130 -9.591602 -1.922433 -0.2 0.2 0.4
H -13.725449 -10.221612 -5.173048 -1.0 -0.1 0.1
H -14.030657 -11.426809 -3.803434 0.0 0.4 -0.1
H -13.013592 -11.770139 -5.203571 0.5 -0.2 0.3
H -10.340185 -9.439606 -4.036035 0.1 -0.5 -0.1
H -10.932796 -10.403537 -5.483583 0.2 0.2 0.0
H -11.615727 -8.795687 -4.982623 0.3 0.2 -0.9
H -13.114008 -10.593675 -2.043136 0.0 0.1 0.0

Number 1: HOMO -9.53 eV. Number 2: HOMO -9.14 eV. Number 3: HOMO -8.60 eV.